No. 1
Below is a 2-piece molecular cluster, C5H6N2O overall in a non-equilibrium geometry, with properties calculated with ωB97M-V/def2-TZVPD.

Max |F|, hartree/bohr: 0.138
Frontier orbital gap, eV: 9.13
Charge: 0

The geometry in XYZ format:
```
14
Properties=species:S:1:pos:R:3:forces:R:3:nbo_charge:R:1
C -0.151196 0.331049 -0.883202 0.765 1.218 2.737 0.085
N 0.917463 -1.651585 2.009235 0.774 -4.846 5.143 -0.740
N 0.552131 -0.238267 0.437023 -2.102 2.483 -3.275 -0.099
C -0.268098 -0.179030 -2.111148 -0.530 -2.885 -0.196 -0.412
O 0.568978 0.628534 1.464708 -1.703 -1.397 1.967 -0.500
C -0.652127 2.974034 -0.577305 -1.073 -0.386 0.589 -0.198
H -0.098254 -0.155798 2.516144 2.501 1.420 -3.137 0.404
H -0.244330 -1.332526 -2.471419 0.488 3.014 1.226 0.227
C 0.583604 -1.518861 0.812926 -1.859 -2.366 -3.040 0.232
H -1.125032 3.887016 -0.274962 0.494 0.105 -0.339 0.240
C -0.537549 1.776693 -0.649381 1.449 -1.977 -0.612 -0.039
H 1.014929 -2.727639 2.511131 -0.800 3.920 -2.505 0.383
H 0.095278 -2.317267 0.050331 1.651 1.847 1.586 0.185
H -0.655796 0.523645 -2.834081 -0.055 -0.151 -0.146 0.232
```
Forces are in eV/Å.



No. 2
Below is C8H13NO as an isolated structure in a non-equilibrium geometry, with properties calculated with ωB97M-V/def2-TZVPD.

Max |F|, hartree/bohr: 0.088
Frontier orbital gap, eV: 10.11
Charge: 0

The geometry in XYZ format:
```
23
Properties=species:S:1:pos:R:3:forces:R:3:nbo_charge:R:1
O 3.450065 0.598264 -1.353810 -2.623 -1.951 2.486 -0.933
H 1.082267 -0.905141 -0.778425 -0.012 0.202 0.205 0.247
C 2.030591 0.842793 -0.169126 1.351 2.734 -3.074 0.559
C -1.065089 0.845941 -0.519463 -0.214 -0.024 -0.354 -0.198
C -0.349759 0.035427 0.548168 -0.102 0.262 -0.133 -0.071
H 3.141240 2.150267 -1.058323 -3.711 0.032 2.592 0.480
H -1.929557 -1.253259 1.291295 0.150 0.033 -0.215 0.216
N 1.995385 2.075747 -0.241147 2.916 -0.465 -1.228 -0.613
C -1.867381 0.094252 -1.279682 0.019 0.472 0.341 -0.176
H -2.527341 0.480334 -2.058854 0.373 -0.145 0.083 0.216
H -0.894851 1.916307 -0.643378 -0.069 -0.292 0.078 0.231
H 1.577972 -0.898677 0.908727 -0.168 0.053 -0.148 0.239
H -0.531565 -2.171683 0.720615 -0.101 0.192 0.001 0.208
C -0.389549 0.696988 1.926522 0.061 -0.028 0.149 -0.609
C -1.157776 -1.294044 0.510070 0.135 -0.203 0.108 -0.386
C -1.821348 -1.358190 -0.879066 -0.171 -0.109 -0.121 -0.447
H 0.196498 1.626027 1.936752 -0.188 -0.194 0.012 0.229
H 3.407192 -0.368784 -1.426305 0.960 0.113 -0.804 0.472
H -1.231700 -1.939624 -1.607419 -0.073 0.134 0.200 0.208
H 0.022313 0.016970 2.687353 -0.026 0.161 -0.170 0.207
H -1.426100 0.916465 2.218044 0.266 0.026 -0.146 0.218
H -2.815899 -1.826895 -0.862111 0.249 0.126 0.091 0.218
C 1.104392 -0.279490 0.129569 0.978 -1.128 0.047 -0.515
```
Forces are in eV/Å.



No. 3
Below is C6H6N as an isolated structure in a non-equilibrium geometry, with properties calculated with ωB97M-V/def2-TZVPD.

Max |F|, hartree/bohr: 0.077
Frontier orbital gap, eV: 8.76
Charge: +1

The geometry in XYZ format:
```
13
Properties=species:S:1:pos:R:3:forces:R:3:nbo_charge:R:1
C -1.050803 -1.804791 0.400370 1.769 0.122 1.146 -0.389
H -0.835371 -2.467148 -0.435415 -0.743 0.108 -0.378 0.265
C 0.358953 -1.016830 0.586559 -2.472 -0.646 -0.595 0.246
H 0.955872 2.767237 -1.410652 0.648 0.516 0.477 0.274
H 2.343671 -0.560618 0.243481 0.903 -0.415 -1.107 0.268
H -1.711612 0.093658 -0.797881 0.571 -0.048 -0.912 0.257
H -0.010940 2.583311 0.363686 1.425 0.633 -2.093 0.269
C 0.743956 2.281040 -0.469623 -2.155 -2.144 1.278 -0.301
C 1.348648 -0.408361 -0.137123 3.283 0.317 -1.135 -0.210
N -0.195149 0.317451 0.728373 -3.489 0.389 1.880 -0.286
C -1.142826 -0.324662 0.015253 -1.001 -0.787 0.894 0.186
C 0.840984 0.958794 -0.266066 0.001 0.204 1.192 0.112
H -1.645383 -2.419081 1.179039 1.259 1.751 -0.646 0.309
```
Forces are in eV/Å.



No. 4
Below is a 9-piece molecular cluster, CH17O11 overall in a non-equilibrium geometry, with properties calculated with ωB97M-V/def2-TZVPD.

Max |F|, hartree/bohr: 0.075
Frontier orbital gap, eV: 9.37
Charge: -1

The geometry in XYZ format:
```
29
Properties=species:S:1:pos:R:3:forces:R:3:nbo_charge:R:1
O 18.753901 -17.132319 1.284482 -1.323 -3.525 -0.787 -0.787
H 17.850253 -13.601740 -0.034884 -0.566 0.233 0.317 0.479
H 21.046265 -15.592695 4.817703 1.613 -1.292 0.282 0.448
H 19.198003 -14.122146 0.400901 0.361 0.023 0.853 0.492
O 18.601530 -14.096040 -0.340755 0.189 -0.173 -1.272 -0.977
C 19.577150 -16.270163 1.419517 -0.010 2.942 0.682 0.990
O 20.333630 -15.010685 4.718457 -1.124 1.297 0.400 -0.956
H 18.610664 -17.374691 -1.867520 -0.417 -0.515 0.827 0.482
H 18.406776 -13.358048 4.013615 0.884 0.735 0.755 0.445
O 16.581354 -18.895365 0.632790 -0.952 -0.630 1.107 -0.959
H 15.934149 -19.296268 0.040720 0.494 0.275 -0.155 0.467
H 21.685100 -14.153778 0.840675 -0.218 -0.411 0.308 0.485
H 17.356416 -18.631219 0.144713 -0.040 -0.313 -0.765 0.494
O 17.810170 -13.904851 3.543459 -1.643 0.346 -0.113 -0.974
O 21.879337 -13.216800 0.780080 0.230 -0.232 1.875 -0.943
H 17.487124 -16.951783 2.572352 0.281 0.089 -0.604 0.486
H 20.700675 -17.084031 0.120035 -0.038 -0.264 0.051 0.484
H 20.245124 -14.897681 3.769261 -0.332 -0.098 -0.544 0.495
O 18.424725 -18.051753 -1.183774 0.188 -0.700 -3.386 -0.984
O 19.377873 -15.220722 2.063932 1.984 0.153 -0.182 -0.825
O 16.498385 -16.135882 0.141515 -1.168 0.175 -0.313 -0.979
H 21.858297 -13.058576 -0.130666 -0.094 0.554 -2.159 0.457
H 17.405892 -15.874667 0.182392 0.724 0.570 -0.010 0.472
O 20.733801 -16.331586 0.716376 1.242 0.302 -0.264 -0.742
O 17.084632 -16.978639 3.437399 -0.268 -0.629 1.229 -0.952
H 18.695526 -17.701942 -0.364689 0.755 1.236 2.129 0.480
H 17.622713 -17.638947 3.905245 -0.316 0.416 -0.240 0.446
H 16.501738 -17.008595 0.546996 -0.371 -0.101 0.119 0.483
H 18.353853 -14.439043 2.957168 -0.065 -0.463 -0.138 0.491
```
Forces are in eV/Å.



No. 5
Below is a 2-piece molecular cluster, C10H17BBrCl4N3O4P2 overall in a non-equilibrium geometry, with properties calculated with ωB97M-V/def2-TZVPD.

Max |F|, hartree/bohr: 0.221
Frontier orbital gap, eV: 7.00
Charge: 0

The geometry in XYZ format:
```
42
Properties=species:S:1:pos:R:3:forces:R:3:nbo_charge:R:1
C -2.099260 -0.078004 -1.474032 -1.264 -0.279 -0.016 -0.719
H -1.009587 0.323836 -3.557735 -1.892 0.660 1.458 0.241
H -0.539803 -1.549657 2.666974 -1.752 -0.036 -1.721 0.216
O 0.309566 1.610990 2.920249 2.418 0.601 -2.594 -0.938
H 0.927735 4.724004 1.688972 1.005 -1.201 0.128 0.405
H -1.253854 2.344782 0.324904 2.241 -0.331 -0.655 0.258
H 1.230748 0.476087 0.728134 -0.770 0.530 -1.918 0.264
Br 3.936452 -0.666802 0.592248 -1.002 0.118 -0.780 -0.218
H 0.631924 -2.406429 0.691726 -2.026 0.905 -0.732 0.253
C -1.310954 -1.708543 1.784077 0.832 -1.237 0.609 -0.645
O 3.516785 2.763702 -3.849789 -9.496 -5.256 3.413 -0.460
C 2.422273 2.126557 -3.381499 3.570 1.672 -0.202 0.839
H -1.017701 -2.915445 -0.130419 1.444 2.045 0.853 0.242
Cl -4.230211 -5.542885 3.263542 0.437 -0.069 -0.074 0.055
P 3.311810 0.155959 -1.448246 0.654 -0.656 -1.999 1.044
H -2.027327 -0.784669 1.701738 1.387 -1.952 0.108 0.219
H -2.189694 1.770244 -2.978471 0.682 -2.432 0.118 0.212
C -1.996212 0.601619 -2.980618 -1.081 -0.156 -0.458 -0.637
C -2.498766 -5.875476 3.006067 -0.013 -0.024 0.076 -0.211
H -2.737586 0.551468 -0.712460 1.150 -0.994 -1.639 0.219
H -2.706664 -1.093570 -1.632106 1.521 2.055 0.575 0.249
H 2.313432 3.770229 2.133757 -1.321 0.484 0.289 0.412
P -0.373563 -0.583350 -0.832281 0.763 -0.963 -1.491 0.738
O 2.820512 -1.228014 -2.419785 0.305 2.391 0.164 -0.965
C 1.788091 1.319334 -1.313826 -0.672 0.367 2.439 -0.317
C 0.653257 0.897135 -0.201533 -0.413 -0.342 0.874 -0.529
N 1.274892 3.878886 2.194325 -0.805 -1.447 -1.175 -1.148
H 0.088637 3.417916 -1.444409 1.367 -0.124 1.158 0.398
H 2.883215 -0.919119 -3.388737 -0.057 -0.577 2.183 0.504
H -2.893303 0.140518 -3.619172 1.935 1.064 1.370 0.218
Cl -2.149432 -7.569505 3.433528 -0.086 0.430 -0.121 0.057
H 1.187712 1.120107 2.980217 -1.651 0.779 0.372 0.489
B 0.523126 2.613333 1.825217 -0.167 -0.156 2.159 1.135
Cl -1.526664 -4.791253 4.032688 -0.235 -0.304 -0.228 0.056
C 2.071078 2.851906 -0.786679 3.074 2.352 0.890 0.699
H -1.880134 -2.723851 2.045050 0.913 2.510 -0.430 0.214
N 0.626117 3.328893 -0.532696 0.175 0.183 -0.994 -0.717
N 1.337487 1.480746 -2.777933 6.209 3.413 -2.254 -0.557
Cl -2.088879 -5.598262 1.294388 -0.082 -0.071 0.368 0.049
C -0.086867 2.262971 0.320569 1.753 0.786 0.196 -0.421
C -0.442905 -2.024673 0.418404 -1.497 -0.284 1.088 -0.701
O 3.204518 3.528283 -0.584350 -7.552 -4.454 -1.407 -0.503
```
Forces are in eV/Å.



No. 6
Below is a 3-piece molecular cluster, C25H56BrNP overall in a non-equilibrium geometry, with properties calculated with ωB97M-V/def2-TZVPD.

Max |F|, hartree/bohr: 0.065
Frontier orbital gap, eV: 8.00
Charge: +1

The geometry in XYZ format:
```
84
Properties=species:S:1:pos:R:3:forces:R:3:mulliken_charge:R:1
H 2.190361 2.453238 0.814297 -0.126 0.552 -0.073 -0.131
C 1.148824 0.073097 3.115331 0.328 0.817 0.030 -0.796
C 2.352176 6.615019 -0.745241 1.258 -0.613 -0.268 -0.682
H 1.923147 7.402116 -2.758283 -0.101 -0.156 0.122 0.346
C -1.323160 -1.906119 -3.969541 -0.695 -0.002 0.150 -0.561
C 3.237485 4.213054 -0.123250 -0.914 1.225 0.070 -1.187
C 1.210544 4.682854 -1.634824 1.085 0.194 -0.894 -0.730
H 5.230720 2.428462 0.462051 -0.415 1.122 0.087 0.371
C 1.512751 -1.912854 1.434352 -1.485 -0.379 1.972 -0.698
H 1.196030 -1.520494 -0.636304 0.044 0.117 -0.126 0.598
C -3.644053 -0.954675 3.963770 -0.302 0.669 0.469 -1.228
H -0.548932 -0.093057 -3.007983 -0.267 0.051 0.028 0.465
H -3.376185 -0.887346 -4.007545 0.382 0.313 -0.584 0.354
H -0.813621 -1.748279 -4.920092 0.523 0.787 0.347 0.505
H -2.646159 -1.296322 -1.614554 0.025 -0.377 0.311 0.717
C -0.913829 -3.653355 -0.305923 -0.190 -2.565 0.062 -1.333
H -1.603228 -3.149109 2.920771 -0.052 0.446 0.863 0.465
H 1.495255 0.731029 2.318329 0.462 -0.553 -0.659 -0.226
C 1.083234 -1.439107 2.877716 0.250 0.212 -0.570 -0.079
H 2.450470 7.244918 0.138874 -1.050 -0.548 0.507 0.452
H -2.662725 -6.407737 -1.688993 -0.267 0.484 -0.157 0.455
H 1.805811 0.345715 3.941256 -0.304 -0.110 0.286 0.391
H -0.092384 -3.940479 -0.962340 0.414 0.726 -0.176 0.536
H -2.243697 -4.194943 -1.991455 0.535 0.597 -0.164 -0.083
C 1.014529 4.989154 0.767171 1.420 0.004 -0.211 -0.699
H 2.636080 2.360722 -0.895974 -0.273 -0.179 0.041 0.306
H 1.213702 -2.959850 1.384677 1.181 -0.513 0.227 0.262
H 1.925485 4.537639 -2.444677 0.168 -0.368 -0.117 0.453
H -3.044267 -1.255227 1.070302 0.237 0.608 -0.242 0.837
H -3.118687 -4.293414 -0.609488 0.154 0.450 1.030 0.468
C 4.547851 0.752878 -0.530958 -1.309 0.625 0.411 -1.025
H 5.001777 1.078773 -1.466815 0.113 -0.216 0.078 0.336
C -2.495405 -2.675059 2.511633 0.001 -1.349 -2.042 -0.602
H 0.596480 3.989870 0.888705 0.265 -0.223 -0.284 0.033
H 0.138475 5.631437 0.677091 0.546 0.363 -0.282 0.364
C -1.593364 -1.119084 -1.394765 0.536 1.017 -0.662 -1.156
C 1.389526 7.101255 -1.856703 0.264 0.208 1.992 -0.379
C -0.739922 -1.125840 -2.716471 -0.141 -0.925 -1.098 -0.610
C -1.885275 -5.969710 -1.063037 1.146 -0.582 -0.404 -1.125
H -2.707981 -0.733738 4.476664 -0.158 -0.163 0.562 0.277
H 0.837876 7.936033 -1.424364 0.124 0.269 -0.489 0.247
H -4.647968 -2.562997 2.992178 0.158 0.009 -0.420 0.368
H -1.767164 -7.965328 -0.308408 0.418 0.043 0.289 0.383
H 0.161762 0.520403 3.232499 -0.115 -0.206 0.546 0.316
H -3.570610 -3.079158 4.244746 -0.213 0.132 0.284 0.360
H -2.876762 -3.497732 1.906750 -0.014 -0.319 -0.255 0.133
H -2.721621 -6.855596 0.650799 -0.176 -0.272 0.215 0.317
H 3.552752 0.357344 -0.734481 0.100 -0.548 -0.387 0.099
H 0.729045 3.731734 -1.407584 -0.564 0.355 -0.170 0.442
H -0.620516 -4.171949 0.606840 -0.151 -0.087 0.392 0.558
C -2.092931 -4.451069 -0.942752 -1.097 -0.266 -0.368 -0.114
C -2.830778 -1.809437 -4.208517 -0.385 -0.791 1.238 -1.233
H -3.122916 -2.327419 -5.122000 0.028 0.552 -0.240 0.341
C 0.444155 5.955686 -2.013266 -1.507 -1.420 -0.702 -0.845
C 2.945275 2.734583 0.080106 1.674 -0.542 -0.302 0.459
Br -1.637305 2.164733 0.804912 0.525 -0.213 -0.177 -0.706
H 0.616547 -0.240997 0.449391 -0.103 0.311 -0.228 0.210
H -4.534352 -0.880790 4.588265 0.344 0.573 0.459 0.401
H -3.694193 -0.148628 3.231729 -0.278 -0.269 -0.433 0.352
H 2.576772 -1.703946 1.323306 -0.051 -0.388 -0.139 0.385
H -1.253578 -2.990253 -3.880637 0.750 -0.127 0.578 0.193
P -0.981734 -1.930742 0.082375 -0.451 -0.309 -0.741 1.169
H 4.247806 1.406140 1.389230 -0.729 0.632 0.405 0.392
H 3.873110 4.431582 -0.981346 0.441 -0.486 0.184 0.258
H 0.073414 -1.686344 3.205171 -0.155 -0.582 -0.697 -0.133
H -1.019567 -6.741953 0.851722 0.367 -0.269 -0.320 0.302
H 1.689204 -2.025646 3.568276 0.323 0.354 0.088 0.619
H -1.554708 -0.778630 1.973559 -0.500 0.511 -0.020 0.485
C -3.677734 -2.350539 3.441176 1.316 -0.303 -0.275 -0.745
C -1.783728 -6.956788 0.104720 -1.012 1.178 0.383 -1.224
H 3.381839 6.735518 -1.081929 0.176 -0.934 -0.389 0.360
H -1.565728 -0.098468 -1.013093 -0.255 0.556 -0.086 0.262
H 1.675760 5.237332 1.597403 -0.564 0.165 0.288 0.365
H -3.203896 -2.486781 -3.440353 -0.631 -0.021 0.164 0.248
C 0.722377 -1.318631 0.324425 -0.854 0.832 -0.693 -0.735
H 0.257651 -1.553134 -2.614567 0.085 -0.028 0.494 0.252
N 2.025215 5.062008 -0.448006 -2.353 2.015 1.208 0.219
H 0.073938 5.904097 -3.037179 0.098 -0.287 -0.047 0.451
C -2.093246 -1.590251 1.484333 -0.140 -0.036 0.505 -0.853
C 4.256833 1.939473 0.438663 0.897 -1.270 -0.508 -0.585
H 3.608102 4.731657 0.760929 0.476 -0.367 0.039 0.409
H -0.989329 -6.077891 -1.674312 0.297 -0.146 -0.123 0.408
H 5.112643 -0.008320 0.007287 0.247 0.063 -0.418 0.388
H -0.469554 6.045661 -1.425771 0.163 0.170 0.237 0.362
```
Forces are in eV/Å.